{
  "formula": "C34H46MoN2O3S4Se",
  "method": "the ωB97M-V functional and the def2-TZVPD basis",
  "elements": ["H", "C", "H", "H", "C", "H", "H", "H", "H", "C", "H", "H", "C", "C", "H", "C", "C", "C", "H", "C", "C", "C", "H", "H", "O", "C", "H", "H", "H", "H", "C", "O", "C", "Mo", "H", "C", "C", "S", "C", "N", "S", "C", "H", "Se", "C", "H", "H", "C", "C", "H", "C", "H", "H", "H", "S", "H", "H", "H", "H", "C", "H", "H", "H", "N", "C", "C", "H", "H", "H", "O", "C", "C", "S", "C", "H", "H", "H", "C", "H", "C", "C", "C", "C", "H", "H", "H", "C", "H", "H", "H", "H"],
  "positions_angstrom": [[4.24736, 4.87856, 3.77621], [1.49415, 1.79727, 2.45734], [-0.84246, 4.69027, -3.08656], [0.51267, 5.09422, 4.03206], [2.23922, 2.25990, 3.50530], [1.32494, 1.62282, -3.47315], [2.27975, 6.17208, 4.85356], [-3.14088, 5.64095, -5.80056], [-1.61463, 5.26669, -5.09537], [7.90321, 0.48703, -0.63690], [-3.17616, 4.34392, 1.16132], [3.07239, 1.67956, 3.88505], [1.91135, 3.50177, 4.06881], [4.59660, 0.76591, 0.78262], [3.34503, 3.24734, -4.71260], [-2.15634, 1.18832, -2.38484], [-2.07615, 4.84892, 3.43230], [5.12689, 1.41726, -1.44911], [-0.19879, 5.55404, 0.58815], [7.01782, 1.39640, 0.23315], [0.39075, 2.49753, 1.95498], [-2.37644, 3.23880, -3.57564], [8.32762, 1.26061, 1.93376], [7.07512, 0.02076, 1.93509], [-0.19110, 1.95479, 0.82969], [-1.23985, 3.69529, -2.92762], [7.27042, 3.14366, -1.07190], [8.42480, 3.04441, 0.26159], [4.60214, 3.42472, -3.47841], [3.21341, 2.12234, 6.10894], [-0.81969, 5.78167, 1.46175], [1.52541, 0.92842, -1.14590], [-2.83616, 1.96083, -3.29034], [-0.00866, 0.48596, -0.24681], [-1.49947, 5.44506, 4.13971], [2.28956, 5.43497, 5.66247], [-1.28386, 4.49230, 2.15984], [-0.99056, -3.05789, -0.76697], [-3.21436, 4.05918, -4.53976], [-1.05455, 1.63766, -1.74503], [-2.29332, -2.29398, 0.67966], [3.28869, 0.67442, 0.37824], [7.82027, 0.72900, -1.70040], [1.91632, 0.12701, 1.60565], [5.55184, 1.18857, -0.14247], [3.36667, 3.50559, 7.19281], [7.63856, -0.56651, -0.50310], [-0.60845, 2.87568, -2.01915], [2.78530, 4.06808, 5.18444], [4.85454, 4.66508, 5.42607], [2.14350, 1.01349, -3.85507], [5.87580, 1.71770, -2.16922], [-2.48876, 0.19315, -2.14430], [-2.95405, 5.43680, 3.15514], [-1.80375, -0.38455, 0.92185], [2.10189, 1.05799, -4.94552], [-3.73462, 1.59930, -3.77254], [1.76007, 2.92214, 6.73588], [4.87150, 0.51452, 1.79813], [2.77733, 3.09072, 6.37144], [-1.68808, 6.35690, 1.12641], [4.33479, 0.96134, -5.32403], [-0.23605, 6.41526, 2.13507], [-2.60139, 5.09747, -5.14854], [3.59680, 3.03664, -3.66819], [-0.03576, 3.67614, 2.54812], [-1.86684, 3.64117, 0.22366], [-2.53130, 2.77379, 1.62573], [4.53247, -0.28883, -4.08608], [-4.37370, 3.75010, -4.69696], [3.81758, 1.27857, -1.90872], [4.55942, 0.79003, -4.26850], [0.16039, -1.54572, -1.34187], [4.22127, 4.22328, 4.65243], [8.95129, 0.61243, -0.35138], [0.26478, 3.21084, -1.48747], [5.57810, 1.13876, -4.09754], [7.27689, 1.07297, 1.70544], [2.89728, 3.58530, -3.02679], [7.38190, 2.87017, -0.01817], [2.88524, 0.95166, -0.92726], [3.51668, 1.52333, -3.40190], [-2.25866, 3.75603, 1.23358], [1.97923, -0.02746, -3.56619], [4.66056, 3.25856, 4.37646], [2.96134, 5.80794, 6.43740], [0.78679, 4.15219, 3.57977], [6.67953, 1.70435, 2.37286], [6.75229, 3.53840, 0.57882], [-2.41978, 3.94611, 3.94625], [1.28739, 5.37529, 6.10008]],
  "forces_ev_per_a": [[0.00, -0.05, 0.08], [-0.04, -0.25, -0.25], [-0.05, -0.05, 0.00], [0.01, -0.03, -0.02], [0.08, 0.05, 0.18], [-0.01, -0.01, 0.03], [0.01, -0.06, 0.07], [-0.06, 0.05, -0.07], [0.03, -0.03, -0.01], [0.01, -0.02, -0.01], [0.06, -0.02, 0.00], [-0.03, 0.07, -0.03], [-0.02, 0.00, 0.01], [0.19, -0.04, 0.05], [0.04, -0.03, 0.11], [0.25, 0.12, 0.15], [0.04, -0.03, 0.03], [0.14, 0.00, -0.02], [-0.06, 0.02, 0.06], [-0.01, 0.01, -0.04], [-0.09, -0.44, -0.25], [-0.02, 0.10, -0.08], [-0.07, -0.02, 0.00], [0.02, 0.12, -0.02], [-0.17, 1.23, 0.64], [0.04, 0.17, -0.05], [0.01, -0.03, 0.12], [-0.10, -0.01, -0.04], [-0.12, -0.04, -0.01], [-0.04, 0.08, 0.02], [0.02, 0.03, 0.01], [1.06, 0.45, -0.85], [-0.12, -0.02, -0.08], [-0.14, -1.22, 0.55], [-0.03, -0.03, -0.04], [-0.04, -0.01, 0.02], [0.05, -0.01, 0.05], [-0.03, 0.05, 0.05], [-0.04, 0.02, -0.06], [-0.13, 0.18, -0.20], [0.08, 0.00, -0.03], [-0.36, -0.07, 0.09], [0.00, -0.02, 0.11], [-0.28, 0.03, -0.26], [0.06, -0.01, 0.00], [-0.03, -0.04, -0.06], [0.03, 0.10, -0.01], [-0.17, -0.25, -0.01], [0.00, 0.02, -0.01], [-0.05, -0.05, -0.06], [-0.02, 0.00, -0.04], [-0.01, 0.00, 0.00], [-0.02, -0.17, 0.06], [0.06, -0.04, 0.01], [0.11, 0.04, 0.02], [0.00, 0.01, 0.06], [0.02, 0.00, 0.02], [0.08, 0.02, -0.02], [0.01, 0.05, -0.03], [-0.01, 0.00, 0.03], [0.08, -0.05, 0.05], [0.01, -0.01, 0.09], [-0.04, -0.06, -0.07], [-0.07, -0.09, 0.12], [0.02, 0.02, 0.02], [-0.25, 0.17, -0.07], [0.02, -0.03, -0.01], [0.00, 0.00, 0.00], [0.00, 0.11, -0.02], [0.12, 0.07, -0.01], [-0.11, 0.04, -0.33], [0.02, -0.02, 0.07], [0.09, 0.06, 0.10], [0.02, 0.00, -0.01], [-0.10, -0.01, -0.03], [0.18, 0.01, 0.13], [-0.05, -0.01, 0.00], [0.00, -0.03, 0.05], [0.06, -0.05, -0.07], [0.02, 0.03, -0.01], [-0.42, -0.16, 0.14], [0.06, 0.00, 0.07], [-0.03, 0.02, 0.00], [0.00, 0.01, 0.00], [-0.05, 0.11, 0.02], [-0.04, -0.02, -0.04], [0.03, 0.04, 0.10], [0.07, -0.06, -0.06], [0.07, -0.07, -0.06], [0.03, 0.08, -0.04], [0.10, 0.01, -0.05]],
  "mulliken_charge": [0.358, 0.426, 0.367, 0.483, -0.794, 0.024, 0.412, 0.252, 0.162, -1.586, 0.626, 0.513, -0.308, -0.430, 0.456, -0.847, -1.700, -0.638, 0.241, 1.756, 0.217, 0.878, 0.437, 0.390, -0.097, -0.504, 0.326, 0.470, 0.344, 0.317, -1.542, -0.081, -0.807, -0.664, 0.336, -2.124, 2.120, 0.116, 0.114, 1.942, 0.113, 0.424, 0.329, 0.137, -0.189, 0.459, 0.351, -0.756, 2.062, 0.473, -1.745, 0.416, 0.401, 0.484, 0.015, 0.604, 0.504, 0.382, 0.639, -1.614, 0.466, 0.492, 0.352, -0.317, -1.490, -0.362, 0.102, 0.305, 0.416, -0.562, -0.212, -1.817, 0.017, -1.609, 0.471, 0.460, 0.361, -1.953, 0.222, -1.513, 0.030, 2.209, -1.761, 0.327, 0.346, 0.443, -0.313, 0.284, 0.325, 0.406, 0.426],
  "total_charge": 2,
  "relative_energy_kcal_mol": 4.5,
  "e_tot_ev": -155658.485,
  "homo_lumo_gap_ev": [5.53, 5.52]
}